Record 1
{"formula": "C19H26F3N3O4S", "method": "ωB97M-V/def2-TZVPD", "symbols": ["C", "C", "H", "H", "O", "C", "O", "C", "N", "C", "O", "C", "H", "H", "C", "C", "H", "H", "H", "C", "H", "H", "H", "H", "H", "N", "C", "C", "C", "C", "S", "C", "C", "C", "C", "H", "H", "H", "H", "H", "H", "H", "H", "C", "O", "N", "H", "H", "H", "C", "F", "F", "F", "H", "H", "H"], "xyz": [[-3.84069, -3.75008, 2.28646], [-2.59486, -2.88717, 2.25976], [-2.61904, -2.11255, 3.03286], [-1.68351, -3.48178, 2.38466], [-2.53912, -2.22730, 0.98870], [-1.42871, -1.57257, 0.72170], [-0.38834, -1.64168, 1.31893], [-1.49715, -0.90120, -0.69607], [-1.79133, 0.50550, -0.57603], [-2.15276, 1.05797, 0.60791], [-2.24915, 0.37117, 1.60471], [-2.41493, 2.54376, 0.62725], [-1.54317, 3.00311, 1.10183], [-3.25467, 2.68586, 1.31127], [-2.69828, 3.23607, -0.71224], [-1.40304, 3.66713, -1.40202], [-1.61037, 4.03031, -2.40602], [-0.93832, 4.47447, -0.83978], [-0.68070, 2.85723, -1.46952], [-3.58038, 4.46286, -0.47713], [-3.76059, 4.98336, -1.41458], [-4.54101, 4.17404, -0.05767], [-3.09618, 5.15305, 0.21014], [-3.25309, 2.55024, -1.36237], [-1.69747, 1.05810, -1.41525], [-0.24814, -1.09419, -1.39283], [0.91960, -0.64480, -0.82360], [2.10851, -1.34540, -0.78613], [3.18596, -0.54159, -0.28177], [2.79105, 0.70740, 0.06503], [1.09011, 0.96506, -0.21656], [3.65477, 1.80064, 0.59444], [5.01509, 1.23459, 1.00067], [5.52522, 0.29000, -0.08313], [4.62753, -0.94484, -0.16995], [4.77458, -1.54326, 0.73691], [4.91110, -1.55045, -1.03342], [5.52442, 0.80914, -1.04339], [6.54930, -0.01850, 0.13459], [4.91681, 0.68549, 1.93913], [5.72130, 2.05096, 1.15885], [3.78649, 2.56404, -0.18009], [3.16913, 2.28338, 1.44570], [2.09820, -2.75945, -1.16302], [1.19023, -3.25787, -1.82611], [3.13420, -3.52798, -0.74718], [3.75106, -3.22319, -0.01774], [3.05583, -4.51676, -0.92361], [-0.07576, -2.05496, -1.74324], [-2.60367, -1.54356, -1.56119], [-3.83004, -1.26150, -1.11401], [-2.49957, -2.86727, -1.65738], [-2.55153, -1.05688, -2.81464], [-4.72072, -3.13253, 2.13148], [-3.91777, -4.24999, 3.24756], [-3.79639, -4.49563, 1.49714]], "smiles": "CCOC(=O)[C@@](NC(=O)CC(C)C)(Nc1sc2c(c1C(N)=O)CCCC2)C(F)(F)F", "orbital_gap_ev": 8.31, "e_above_lowest_kj_mol": 29.89, "largest_force_ev_per_a": 0.7, "total_charge": 0}

Record 2
{"formula": "C19H26F6N9NiO5S3", "method": "ωB97M-V/def2-TZVPD", "symbols": ["Ni", "C", "C", "N", "C", "S", "N", "N", "C", "C", "C", "C", "C", "C", "C", "N", "H", "H", "H", "H", "H", "H", "H", "H", "H", "H", "H", "H", "H", "C", "C", "N", "C", "N", "C", "C", "C", "N", "C", "H", "H", "H", "H", "H", "H", "H", "H", "H", "H", "H", "H", "H", "F", "C", "F", "F", "S", "O", "O", "N", "S", "O", "O", "C", "F", "F", "F", "O", "N"], "xyz": [[0.64113, -0.53783, 1.10390], [-1.55104, 4.55656, 3.95895], [-2.21999, 3.37266, 3.27971], [-1.73887, 2.08395, 3.78454], [-0.61969, 1.51588, 3.33308], [-0.26208, 0.00994, 4.27793], [0.13397, 2.09996, 2.46418], [1.08382, 1.29184, 1.89802], [2.26445, 1.73900, 1.68369], [2.72388, 3.10600, 2.06028], [3.16987, 0.78062, 0.99849], [4.42154, 1.14023, 0.53196], [5.19777, 0.18396, -0.10840], [4.70214, -1.09861, -0.26035], [3.43463, -1.38084, 0.22489], [2.69228, -0.46621, 0.84083], [-1.92694, 5.48623, 3.53271], [-0.47184, 4.52585, 3.81096], [-1.75804, 4.56463, 5.02916], [-2.03956, 3.38260, 2.20588], [-3.29682, 3.38478, 3.43918], [-2.26282, 1.62039, 4.50802], [2.02277, 3.56088, 2.75279], [2.78397, 3.73702, 1.16937], [3.71454, 3.07180, 2.51262], [4.78216, 2.15072, 0.65873], [6.17852, 0.44293, -0.48390], [5.27787, -1.87123, -0.74907], [2.99067, -2.36082, 0.10460], [0.57412, -3.56661, -3.50931], [0.02975, -3.73944, -2.11130], [0.47079, -2.61614, -1.28007], [0.44991, -1.32754, -1.76839], [0.49881, -0.34753, -0.89565], [0.41347, 1.02881, -1.38489], [1.10289, 1.17504, -2.72581], [0.47857, 0.19080, -3.68938], [0.46117, -1.14849, -3.10454], [0.12580, -2.22251, -4.03957], [0.20961, -4.36169, -4.15860], [1.66534, -3.61504, -3.49412], [0.39640, -4.65705, -1.65380], [-1.06417, -3.78424, -2.13470], [0.04961, -2.65887, -0.36208], [0.87882, 1.68529, -0.64886], [-0.63370, 1.33105, -1.46413], [2.17194, 0.96829, -2.61783], [0.99119, 2.18919, -3.10884], [1.05327, 0.13159, -4.61469], [-0.54177, 0.49075, -3.93744], [0.62862, -1.99580, -4.97975], [-0.95273, -2.21463, -4.23016], [-3.03804, -1.65516, 3.17773], [-3.51888, -1.32157, 1.97819], [-4.33498, -2.26606, 1.55110], [-4.16488, -0.17287, 2.08323], [-2.07820, -1.13767, 0.80917], [-1.58507, 0.21181, 1.06300], [-1.10650, -2.14279, 1.25321], [-2.52949, -1.48801, -0.61563], [-3.36591, -0.48711, -1.55965], [-4.17727, 0.42737, -0.81691], [-2.55266, -0.01276, -2.63809], [-4.47812, -1.74459, -2.31841], [-5.23203, -2.31909, -1.38982], [-5.25138, -1.14336, -3.21192], [-3.74498, -2.68075, -2.92901], [1.00031, -2.03956, 3.72317], [0.63209, -1.05600, 3.19174]], "orbital_gap_ev": [7.27, 7.24], "e_above_lowest_kj_mol": 0.00, "multiplicity": 3, "largest_force_ev_per_a": 0.5, "s2": 2.01, "total_charge": 1}

Record 3
{"formula": "C19H26N2O2", "method": "ωB97M-V/def2-TZVPD", "symbols": ["O", "O", "C", "C", "C", "C", "C", "C", "N", "N", "C", "C", "C", "C", "C", "C", "C", "C", "C", "C", "C", "C", "C", "H", "H", "H", "H", "H", "H", "H", "H", "H", "H", "H", "H", "H", "H", "H", "H", "H", "H", "H", "H", "H", "H", "H", "H", "H", "H"], "xyz": [[1.57731, -1.22671, 1.42953], [0.18367, 1.75492, 1.62988], [-2.83887, -2.18622, 4.08396], [-1.53846, -2.81210, 4.29164], [-2.93583, -1.16003, 3.25131], [-0.35575, -2.30874, 3.70900], [-1.82573, -0.68550, 2.61315], [-0.57070, -1.28060, 2.80677], [1.12681, 0.45928, -0.83401], [-1.74978, 0.34511, 1.79935], [1.71691, -1.08991, -4.73588], [1.35236, 1.67116, 2.45761], [1.03539, 1.93344, -1.17414], [1.40740, -0.14955, -2.15356], [1.32131, 0.35213, 3.21222], [0.59294, -0.05184, -4.47890], [-0.02589, 2.26569, -2.28812], [-1.40522, 0.65571, -1.05702], [0.54418, -0.48142, 2.17307], [-0.20088, 0.03856, -0.22996], [-0.28415, 0.46369, 1.26438], [0.11440, -0.04188, -3.01917], [-0.91507, 1.10423, -2.54768], [1.84499, -0.56023, 0.66930], [-3.71168, -2.71694, 4.51774], [-1.68284, -3.60575, 5.10384], [-3.96600, -0.66337, 3.17415], [0.59392, -2.74303, 4.07276], [-2.41207, 1.14862, 1.63213], [1.72459, -1.14633, -5.83540], [2.72772, -0.90571, -4.33130], [1.48135, -2.14856, -4.54045], [2.33110, 1.72588, 1.86011], [1.33059, 2.47041, 3.22419], [0.69033, 2.44241, -0.37050], [1.94181, 2.44428, -1.54214], [2.26989, 0.17276, -2.75809], [1.65951, -1.21593, -1.86068], [2.30562, 0.00287, 3.42236], [0.72489, 0.61590, 4.05235], [-0.30129, -0.17578, -5.05546], [1.01579, 0.93297, -4.64031], [-0.72521, 3.03898, -1.85042], [0.35463, 2.65068, -3.21677], [-1.88389, 1.44293, -0.55857], [-2.23269, -0.07362, -1.20400], [-0.26782, -1.05197, -0.20953], [-0.37082, -0.86123, -2.69872], [-1.76876, 1.21032, -3.26001]], "smiles": "CC[C@H]1CN2CC[C@@H]1C[C@@H]2[C@@]12Nc3ccccc3[C@]1(O)CCO2", "orbital_gap_ev": 8.15, "e_above_lowest_kj_mol": 532.64, "largest_force_ev_per_a": 5.5, "total_charge": 0}

Record 4
{"formula": "C19H26N3O", "method": "ωB97M-V/def2-TZVPD", "symbols": ["C", "N", "C", "C", "C", "C", "H", "H", "H", "H", "H", "H", "H", "H", "H", "H", "H", "C", "N", "C", "C", "N", "C", "C", "C", "C", "C", "C", "C", "C", "C", "C", "C", "O", "H", "H", "H", "H", "H", "H", "H", "H", "H", "H", "H", "H", "H", "H", "H"], "xyz": [[0.01401, 0.20272, 2.96904], [-1.35525, 0.22188, 2.58169], [-2.10599, -0.95937, 3.01947], [-3.57203, -0.50418, 3.04239], [-3.54253, 1.03897, 3.02397], [-2.06613, 1.43833, 2.98893], [0.54495, 1.06167, 2.54027], [0.14652, 0.22608, 4.07254], [0.49705, -0.70654, 2.59444], [-1.88804, -1.80771, 2.35291], [-1.79205, -1.25873, 4.04341], [-4.09567, -0.91198, 2.17948], [-4.03599, -0.86703, 3.95838], [-4.05389, 1.45094, 2.15843], [-3.97973, 1.44055, 3.93403], [-1.73671, 1.74085, 4.00156], [-1.79999, 2.25073, 2.30128], [-0.98366, -0.68832, -2.54978], [-0.64040, 0.44886, -3.37187], [-1.46263, 0.84170, -4.41486], [-0.87149, 1.89048, -5.02412], [0.32609, 2.12750, -4.36305], [1.20579, 3.19609, -4.80468], [0.47486, 1.22631, -3.34711], [1.44571, 1.30274, -2.24424], [1.61033, 0.08576, -1.41812], [1.69421, 0.05857, -0.05794], [2.25225, -1.09891, 0.62565], [2.65182, -1.07249, 1.99593], [2.90955, -2.25716, 2.69303], [2.84384, -3.49284, 2.03342], [2.63983, -3.51689, 0.65139], [2.38027, -2.33995, -0.04938], [2.07920, 2.35950, -2.07858], [-0.40122, -0.71330, -1.62784], [-2.04611, -0.62081, -2.29170], [-0.80671, -1.62041, -3.10370], [-2.39593, 0.35218, -4.62891], [-1.19607, 2.49224, -5.86204], [2.12039, 3.20758, -4.20554], [1.43795, 3.03976, -5.87226], [0.68290, 4.16413, -4.71753], [1.80903, -0.77879, -2.06975], [1.37843, 0.92234, 0.52258], [2.74736, -0.10267, 2.50822], [3.12753, -2.23072, 3.76166], [2.91296, -4.42544, 2.58783], [2.65603, -4.45081, 0.09430], [2.23937, -2.36343, -1.13322]], "orbital_gap_ev": 6.11, "e_above_lowest_kj_mol": 76.16, "largest_force_ev_per_a": 2.6, "total_charge": 1}

Record 5
{"formula": "C19H26N4O3", "method": "ωB97M-V/def2-TZVPD", "symbols": ["C", "O", "C", "C", "O", "N", "C", "C", "C", "C", "C", "C", "C", "C", "N", "C", "O", "C", "C", "N", "C", "C", "C", "N", "C", "C", "H", "H", "H", "H", "H", "H", "H", "H", "H", "H", "H", "H", "H", "H", "H", "H", "H", "H", "H", "H", "H", "H", "H", "H", "H", "H"], "xyz": [[-2.15841, -1.51336, -0.43994], [-0.78226, -1.18014, -0.46088], [-0.37535, -0.03260, 0.27039], [1.12890, 0.16757, 0.01939], [1.69974, 1.11817, 0.53179], [1.71448, -0.73630, -0.77966], [3.16037, -0.84923, -0.93371], [3.97355, -0.92000, 0.36892], [5.37612, -0.39240, 0.07121], [4.01523, -2.33569, 0.97280], [2.62816, -2.95502, 1.14583], [4.73102, -2.34505, 2.32321], [-0.64587, -0.14490, 1.78176], [-1.98631, 0.55351, 2.03807], [-2.26901, 1.28504, 0.79964], [-3.55613, 1.57781, 0.49769], [-4.48348, 1.29315, 1.23896], [-3.83348, 2.28148, -0.79999], [-3.05961, 3.32838, -1.28769], [-3.34028, 3.99963, -2.40201], [-4.41592, 3.63757, -3.08490], [-5.26763, 2.61239, -2.67242], [-6.42504, 2.28007, -3.45634], [-7.34514, 2.01426, -4.09023], [-4.97836, 1.93265, -1.49793], [-1.13929, 1.23488, -0.12694], [-2.25236, -2.45952, -0.96720], [-2.53402, -1.63941, 0.57809], [-2.76650, -0.76560, -0.95685], [1.12238, -1.49120, -1.08361], [3.35025, -1.73278, -1.54660], [3.50378, 0.01546, -1.50634], [3.50243, -0.25076, 1.09206], [5.87954, -1.02151, -0.66929], [5.32615, 0.62173, -0.32708], [5.99987, -0.36243, 0.96229], [4.58347, -2.97069, 0.27951], [1.98875, -2.31152, 1.75719], [2.12167, -3.12614, 0.19607], [2.70659, -3.91974, 1.65003], [4.22654, -1.67399, 3.02408], [4.71981, -3.34651, 2.75643], [5.77122, -2.03232, 2.24829], [-0.65079, -1.19096, 2.08713], [0.15942, 0.36505, 2.30690], [-2.80702, -0.13607, 2.23322], [-1.93701, 1.24264, 2.88196], [-2.18016, 3.65756, -0.74567], [-4.62651, 4.18259, -3.99758], [-5.62815, 1.15481, -1.11961], [-0.47794, 2.09290, 0.00372], [-1.46742, 1.18654, -1.16413]], "smiles": "CO[C@]1(C(=O)NC[C@H](C)C(C)C)CCN(C(=O)c2cncc(C#N)c2)C1", "orbital_gap_ev": 9.55, "e_above_lowest_kj_mol": 209.48, "largest_force_ev_per_a": 0.4, "total_charge": 0}

Record 6
{"formula": "C19H26N4O5S", "method": "ωB97M-V/def2-TZVPD", "symbols": ["C", "N", "C", "H", "C", "N", "C", "O", "C", "H", "C", "C", "N", "S", "O", "O", "C", "C", "C", "C", "C", "C", "H", "O", "C", "O", "N", "C", "H", "H", "H", "H", "H", "C", "C", "H", "H", "H", "H", "H", "H", "H", "H", "C", "C", "H", "H", "H", "H", "H", "H", "H", "H", "H", "H"], "xyz": [[-6.73620, -1.42846, 0.33202], [-5.71015, -0.62093, -0.28693], [-4.78556, -1.36222, -1.12559], [-5.28371, -2.25516, -1.50617], [-3.49464, -1.77122, -0.40579], [-2.80611, -0.57900, 0.05178], [-1.51710, -0.50945, 0.43537], [-1.02277, 0.54174, 0.81627], [-0.66278, -1.77358, 0.31848], [-1.26794, -2.68062, 0.37738], [0.35998, -1.77385, 1.46117], [1.49463, -2.77019, 1.22177], [2.10911, -2.61132, -0.07169], [3.43151, -1.61110, -0.20197], [3.91037, -1.73935, -1.54561], [4.30035, -1.93973, 0.88865], [2.82311, 0.06109, 0.04299], [2.75389, 0.55859, 1.33317], [2.08299, 1.74127, 1.60797], [1.47486, 2.37792, 0.54119], [1.60162, 1.89024, -0.77000], [2.28270, 0.72682, -1.04768], [2.39790, 0.33275, -2.04354], [0.91116, 2.70418, -1.61635], [0.32292, 3.68088, -0.86687], [-0.37763, 4.54855, -1.30269], [0.68885, 3.49773, 0.44924], [0.18656, 4.29419, 1.53316], [-0.44675, 5.06889, 1.10334], [-0.40032, 3.67237, 2.21097], [1.01083, 4.75486, 2.07993], [2.00752, 2.12549, 2.61155], [3.22846, -0.00751, 2.11898], [1.18478, -2.69154, -1.17243], [0.03450, -1.68973, -1.04961], [0.42041, -0.67768, -1.17029], [-0.68581, -1.87219, -1.85006], [0.78876, -3.71394, -1.20281], [1.76018, -2.51238, -2.08100], [1.11220, -3.79622, 1.28562], [2.28438, -2.64771, 1.96303], [0.76038, -0.76479, 1.55373], [-0.14403, -2.02211, 2.39754], [-3.63942, 0.60657, 0.18621], [-5.01674, 0.20753, 0.69121], [-4.89784, -0.32116, 1.65295], [-5.61906, 1.10302, 0.87216], [-3.72210, 1.12641, -0.77337], [-3.14428, 1.27361, 0.89452], [-2.86747, -2.33123, -1.10234], [-3.73889, -2.42190, 0.44551], [-4.52163, -0.73630, -1.98494], [-7.29170, -1.95719, -0.44038], [-7.42401, -0.76836, 0.85875], [-6.34141, -2.16195, 1.05318]], "smiles": "CN1CCN(C(=O)C2CCN(S(=O)(=O)c3ccc4c(c3)oc(=O)n4C)CC2)CC1", "orbital_gap_ev": 9.01, "e_above_lowest_kj_mol": 138.47, "largest_force_ev_per_a": 1.0, "total_charge": 0}

Number 2 is which compound? C19H26F6N9NiO5S3